Entry 1:
{
  "formula": "C5H13N2",
  "method": "ωB97M-V/def2-TZVPD",
  "lumo_ev": -3.61,
  "total_charge": 1,
  "homo_ev": -11.06,
  "gap_ev": 7.447,
  "e_tot_ha": -307.54154,
  "molar_mass_g_mol": 101.17,
  "de_lowest_ev": 2.179,
  "smiles": "C/C(=C\\N)CC[NH3+]",
  "elements": ["C", "C", "C", "C", "N", "C", "N", "H", "H", "H", "H", "H", "H", "H", "H", "H", "H", "H", "H", "H"],
  "positions_angstrom": [[1.74391, -0.13642, -0.72834], [0.29170, 0.32915, -0.84771], [-0.63302, 0.03534, 0.28478], [-1.74846, -0.61763, -0.09095], [-2.71967, -1.06558, 0.75725], [-0.30766, 0.31494, 1.73398], [2.67209, 0.94207, -1.10601], [2.01826, -1.00279, -1.36553], [1.88781, -0.51063, 0.28106], [-0.22352, -0.02863, -1.75170], [0.30039, 1.48066, -0.88959], [-1.96909, -0.88472, -1.13086], [-3.30898, -1.78568, 0.36801], [-2.65242, -1.11180, 1.75501], [-0.72449, 1.25665, 2.07744], [0.75789, 0.27489, 1.90329], [-0.82344, -0.49670, 2.29467], [2.20947, 1.43089, -1.88565], [3.66441, 0.74649, -1.28015], [2.58194, 1.75081, -0.43325]]
}



Entry 2:
{
  "formula": "C36H49MnN5P2Si",
  "method": "ωB97M-V/def2-TZVPD",
  "lumo_ev": [-0.17, -0.77],
  "homo_ev": [-5.87, -7.05],
  "s_squared": 8.771,
  "gap_ev": [5.705, 6.285],
  "multiplicity": 6,
  "e_tot_ha": -3798.07445,
  "molar_mass_g_mol": 696.80,
  "de_lowest_ev": 0.000,
  "elements": ["Mn", "C", "C", "C", "C", "C", "C", "C", "C", "C", "H", "H", "H", "H", "H", "H", "H", "H", "H", "H", "H", "H", "H", "H", "H", "P", "P", "N", "N", "N", "N", "C", "C", "C", "C", "C", "C", "C", "C", "C", "C", "C", "C", "C", "C", "C", "C", "C", "C", "H", "H", "H", "H", "H", "H", "H", "H", "H", "H", "H", "H", "H", "H", "H", "H", "H", "H", "H", "H", "C", "Si", "C", "C", "N", "C", "C", "C", "C", "C", "C", "H", "H", "H", "H", "H", "H", "H", "H", "H", "H", "H", "H", "H", "H"],
  "positions_angstrom": [[-0.25007, 0.10973, 0.09089], [-2.10526, 1.88655, -8.18846], [-2.18184, 0.64789, -7.68955], [-1.38910, -0.54712, -8.12528], [0.01253, -0.29204, -8.71822], [0.91026, 0.57613, -7.87313], [0.98139, 1.91010, -7.90716], [0.20686, 2.82503, -8.82369], [-1.18992, 2.36105, -9.28603], [1.34250, 0.91061, 1.04972], [-2.79090, 2.67174, -7.83235], [-2.93449, 0.42594, -6.92644], [-1.95989, -1.13747, -8.85932], [-1.28070, -1.19832, -7.24282], [0.50574, -1.27372, -8.77125], [-0.06999, 0.07785, -9.74935], [1.57944, 0.00198, -7.21392], [1.70198, 2.43726, -7.26910], [0.79252, 3.05554, -9.72916], [0.09880, 3.78350, -8.29185], [-1.67795, 3.24848, -9.71783], [-1.09759, 1.62443, -10.09612], [0.83944, 1.57353, 1.76946], [2.07165, 1.46772, 0.44290], [1.83590, 0.08843, 1.59459], [1.48357, -0.39767, -1.58034], [-1.47297, -0.79427, -1.72030], [2.54688, 0.90497, -2.15518], [2.65438, -1.67265, -1.13037], [-2.05274, 0.57000, -2.72668], [-2.86781, -1.82192, -1.40326], [0.85696, -1.01927, -3.18505], [-0.51424, -1.70045, -2.98756], [2.47619, 2.24813, -1.77646], [3.42224, 2.96458, -2.49431], [4.09700, 2.03851, -3.35187], [3.53994, 0.78636, -3.12936], [3.54528, -1.61488, -0.05765], [4.29682, -2.78443, -0.03410], [3.82910, -3.61005, -1.10296], [2.80474, -2.91791, -1.73594], [-2.12034, 1.91366, -2.35091], [-2.63992, 2.64303, -3.41200], [-2.89035, 1.72932, -4.47709], [-2.52117, 0.46717, -4.03148], [-3.97005, -2.07379, -2.22241], [-4.83028, -2.93831, -1.55530], [-4.24574, -3.22189, -0.28062], [-3.05617, -2.52058, -0.20427], [1.56768, -1.70394, -3.67139], [0.76644, -0.13148, -3.83554], [-1.06744, -1.75971, -3.93696], [-0.38514, -2.72744, -2.60487], [1.75435, 2.57888, -1.04576], [3.59863, 4.02925, -2.42966], [4.88458, 2.27639, -4.05055], [3.75271, -0.17340, -3.57503], [3.54748, -0.76969, 0.61477], [5.07352, -3.04294, 0.67378], [4.17744, -4.60091, -1.35653], [2.14824, -3.21260, -2.53970], [-1.78603, 2.24160, -1.37495], [-2.81592, 3.71120, -3.43660], [-3.26734, 1.95968, -5.46171], [-2.53078, -0.49055, -4.53220], [-4.03026, -1.63419, -3.20322], [-5.76363, -3.33106, -1.92806], [-4.65249, -3.86797, 0.48687], [-2.31217, -2.47487, 0.57898], [-4.06592, 1.03782, 0.30068], [-3.18470, 0.72416, 1.91037], [-2.99954, 2.33930, 2.81340], [-4.16059, -0.58552, 2.79474], [-1.57087, 0.02868, 1.59444], [-1.00127, -0.65148, 2.67061], [-1.10079, -0.20266, 4.01731], [-0.46891, -0.90224, 5.03513], [0.21952, -2.09057, 4.74375], [0.28421, -2.56736, 3.42996], [-0.29193, -1.83915, 2.38546], [-5.14057, 1.23131, 0.50344], [-4.00664, 0.15874, -0.36179], [-3.64922, 1.89364, -0.24955], [-3.96694, 2.87534, 2.81399], [-2.67036, 2.26474, 3.85613], [-2.27103, 2.96250, 2.27068], [-4.21367, -1.52250, 2.21918], [-3.75455, -0.82570, 3.78885], [-5.19192, -0.21897, 2.92793], [-1.65630, 0.70573, 4.24210], [-0.53588, -0.53323, 6.06046], [0.68942, -2.65856, 5.54790], [0.76281, -3.52121, 3.20800], [-0.29197, -2.20017, 1.34427]]
}



Entry 3:
{
  "formula": "C3H7NO2",
  "method": "ωB97M-V/def2-TZVPD",
  "lumo_ev": 0.86,
  "homo_ev": -9.70,
  "gap_ev": 10.558,
  "e_tot_ha": -323.74424,
  "molar_mass_g_mol": 89.09,
  "de_lowest_ev": 0.999,
  "smiles": "COCC(N)=O",
  "elements": ["C", "O", "C", "C", "O", "N", "H", "H", "H", "H", "H", "H", "H"],
  "positions_angstrom": [[-1.79004, 0.63883, 0.63494], [-0.85377, -0.29915, 0.15019], [0.44851, -0.12284, 0.66548], [1.51735, -0.35864, -0.38940], [2.68436, -0.13534, -0.12254], [1.06829, -0.76411, -1.60129], [-1.56422, 1.64810, 0.26296], [-1.81578, 0.65582, 1.73277], [-2.77457, 0.33776, 0.26594], [0.62230, -0.78942, 1.52200], [0.64242, 0.90334, 1.00073], [1.73025, -0.80085, -2.35930], [0.08489, -0.91351, -1.76248]]
}